[1]
Below is a molecular structure, C28H41N2O5S2SeSi2Ti, with properties calculated with ωB97M-V with the def2-TZVPD basis set.

Geometry as XYZ:
```
82
Properties=species:S:1:pos:R:3:mulliken_spin:R:1
Ti 0.63145 1.35195 0.06147 0.957
C -4.25876 -1.69560 -1.08704 0.000
C -3.01544 -1.14545 -1.77830 0.000
C -3.22160 0.31723 -2.15401 0.000
C -2.69341 -1.96049 -3.02482 0.000
O -1.87469 -1.28590 -0.93929 0.003
Si -1.49148 -0.85874 0.59650 0.025
S 0.50819 -1.07528 0.98354 -0.002
O -2.52885 -1.68807 1.59811 0.001
C -2.41427 -2.99601 2.15128 -0.001
C -1.79932 -3.95941 1.14091 0.001
C -1.56509 -2.92970 3.41482 0.000
C -3.83637 -3.42597 2.49027 0.000
O -1.86635 0.76922 0.79228 -0.018
C -2.62889 1.42213 1.84704 0.004
C -4.10042 1.06903 1.67522 0.000
C -2.42472 2.91334 1.65040 0.003
C -2.11502 1.00007 3.21542 0.003
H -5.11720 -1.61296 -1.75854 0.000
H -4.48210 -1.14903 -0.17065 0.000
H -4.12134 -2.74783 -0.82787 0.000
H -4.11077 0.41214 -2.78519 0.000
H -2.36075 0.68301 -2.70632 -0.001
H -3.34996 0.93667 -1.26796 0.001
H -3.51648 -1.90822 -3.74332 0.000
H -2.53369 -3.00600 -2.75022 0.000
H -1.78720 -1.56951 -3.48672 0.000
H -0.77502 -3.67354 0.90048 0.000
H -2.37702 -3.96190 0.21577 0.000
H -1.79388 -4.97245 1.55333 0.000
H -0.57190 -2.54103 3.19034 0.001
H -1.46766 -3.92388 3.86009 0.000
H -2.03303 -2.26908 4.14687 0.000
H -4.44439 -3.46948 1.58527 0.000
H -4.28636 -2.70402 3.17415 0.000
H -3.84108 -4.40954 2.96615 0.000
H -4.46173 1.41373 0.70491 0.000
H -4.68247 1.57182 2.45271 0.000
H -4.26265 -0.00467 1.75820 0.000
H -2.66260 3.21097 0.62828 0.000
H -1.39333 3.20003 1.85341 -0.001
H -3.07710 3.46086 2.33534 0.000
H -2.31858 -0.05135 3.40742 0.000
H -2.61022 1.59749 3.98547 0.000
H -1.04210 1.16739 3.29007 0.000
C 6.62005 0.85230 2.43096 -0.003
C 6.17099 -0.22714 1.68239 0.001
C 5.14970 -0.05615 0.75620 -0.012
C 4.55099 1.18861 0.54347 0.005
C 5.01688 2.25736 1.31499 0.001
C 6.03523 2.09771 2.24541 0.002
Si 3.11872 1.43823 -0.69397 0.000
C 3.52768 0.21977 -2.10573 0.003
C 2.93616 -1.04460 -2.18992 -0.008
C 3.24121 -1.92158 -3.22402 0.002
C 4.13819 -1.54984 -4.21569 -0.001
C 4.72644 -0.29221 -4.16612 0.000
C 4.42153 0.57419 -3.12323 -0.001
H 7.41088 0.72213 3.16090 0.000
H 6.61200 -1.20751 1.82346 0.000
H 4.81403 -0.91429 0.18328 -0.001
H 4.56507 3.23617 1.19417 0.000
H 6.36402 2.94565 2.83517 0.000
H 3.53816 2.72584 -1.34327 0.009
H 2.19577 -1.33698 -1.44984 -0.002
H 2.75569 -2.88963 -3.26543 0.000
H 4.36346 -2.22735 -5.03162 0.000
H 5.41766 0.01635 -4.94302 0.000
H 4.88627 1.55382 -3.09505 0.000
S -0.98398 5.81750 -0.97846 0.020
C -0.29103 4.39451 -0.51841 0.058
N 0.19210 3.38225 -0.19779 -0.057
Se 1.69860 2.70298 4.81690 0.001
C 1.36456 2.20890 3.11657 0.003
N 1.11668 1.89761 2.02387 0.005
C 0.92019 2.55918 -3.43879 0.007
C 0.32312 1.23373 -3.05472 0.005
O -0.06870 0.42355 -3.86906 -0.002
O 0.20907 1.03746 -1.75009 -0.013
H 0.10288 3.28297 -3.49671 0.000
H 1.38504 2.46766 -4.41929 0.000
H 1.63034 2.92890 -2.70279 -0.002
```

Calculated values
2S+1: 2
net charge: -2
DFT total energy: -6203.97449 a.u.
energy relative to the best compared isomer or geometry (same formula, charge and spin): 0.034 eV
max |F|: 0.9 eV/A
gap between HOMO and LUMO (spin up / spin down): 0.2369 / 0.2450 hartree
⟨S²⟩: 0.75

[2]
Below is CH2S3 in the gas phase at a distorted geometry, with properties calculated with ωB97M-V with the def2-TZVPD basis set.

Geometry as XYZ:
```
6
Properties=species:S:1:pos:R:3:lowdin_charge:R:1
S 1.57249 -0.30155 0.50212 0.588
C 0.12904 0.02014 -0.06101 -1.790
S -0.87913 -0.97992 -1.11547 0.603
S -0.77287 1.32471 0.64561 0.607
H 0.19942 -1.80916 -1.88840 0.009
H 0.29848 0.99664 1.73833 -0.017
```

Calculated values
structure (SMILES): S=C(S)S
DFT total energy: -1233.79181 a.u.
energy relative to the best compared isomer or geometry (same formula, charge and spin): 1.650 eV
max |F|: 3.4 eV/A
gap between HOMO and LUMO: 0.3065 hartree

[3]
Below is 16 unconnected molecules or ions with the total composition C32H50Cl45O5 at a distorted geometry, with properties calculated with ωB97M-V with the def2-TZVPD basis set.

Geometry as XYZ:
```
132
Properties=species:S:1:pos:R:3:lowdin_charge:R:1
C 3.18923 -2.64141 2.99009 -0.116
C 2.47407 -1.38938 2.48887 -0.266
C 3.08036 -0.83161 1.19605 -0.181
C 2.02276 -0.42047 0.14656 -0.202
C 2.01345 1.06596 -0.22581 -0.208
C 1.98570 2.06985 0.93341 -0.236
C 0.66963 1.98212 1.74990 -0.181
C 0.83317 1.87263 3.27674 -0.196
C -0.07060 0.81452 3.94208 -0.228
C -1.16692 1.45152 4.81211 -0.204
C -2.60625 1.25992 4.33497 -0.252
C -2.87141 1.66989 2.90940 -0.270
C -4.30274 2.07232 2.74748 -0.303
O -4.66728 3.09848 3.69127 -0.176
O -5.77586 3.80838 3.16136 -0.085
C -2.69714 0.43835 2.01562 -0.205
O -3.59425 0.42089 0.88351 -0.124
C -3.07881 -0.29908 -0.17705 -0.275
O -2.81516 -1.65652 0.10068 -0.093
C -3.97945 -2.43373 0.31842 -0.189
C -3.86747 -3.18955 1.60025 -0.324
O -2.71953 -4.02170 1.55213 -0.431
H 2.58045 -3.09592 3.76677 0.027
H 3.30643 -3.39353 2.21816 0.055
H 4.13113 -2.38547 3.46103 0.071
H 2.58382 -0.64144 3.26137 0.092
H 1.42379 -1.61527 2.37831 0.050
H 3.72180 0.01137 1.40836 0.099
H 3.65506 -1.64109 0.76833 0.046
H 1.03717 -0.67955 0.52092 0.096
H 2.15479 -0.98502 -0.77374 0.023
H 2.80846 1.30291 -0.92567 0.075
H 1.08096 1.25343 -0.75628 0.108
H 1.98007 3.03995 0.45159 0.037
H 2.86386 1.98219 1.55734 0.064
H 0.10667 2.87729 1.52826 0.055
H 0.10086 1.16163 1.34001 0.073
H 0.59786 2.83347 3.70210 0.028
H 1.88142 1.66379 3.46357 0.089
H 0.57664 0.25403 4.61061 0.036
H -0.44422 0.10273 3.22214 0.074
H -1.00118 2.50658 4.98228 0.090
H -1.09703 0.98911 5.80089 0.089
H -3.22383 1.88171 4.97949 0.095
H -2.92810 0.21420 4.55583 0.098
H -4.50351 2.48309 1.77065 0.092
H -4.97682 1.20145 2.93158 0.087
H -6.42726 3.13320 2.92042 0.017
H -1.68447 0.40575 1.62145 0.073
H -2.85261 -0.46430 2.63331 0.099
H -3.79701 -0.21230 -0.99491 0.130
H -2.14226 0.12714 -0.53067 0.129
H -4.07839 -3.17154 -0.48043 0.126
H -4.87003 -1.81541 0.31508 0.122
H -3.79116 -2.50206 2.43678 0.104
H -4.77681 -3.77546 1.76721 -0.012
H -2.50692 -4.29224 2.45339 -0.133
C 5.47778 3.99753 -0.42117 -1.543
Cl 4.59983 4.25323 1.08322 0.571
Cl 6.59358 2.63559 -0.29286 0.479
Cl 4.36150 3.74891 -1.76314 0.535
H 6.05845 4.88737 -0.62764 -0.035
C -8.85866 1.58055 1.06865 -1.523
Cl -9.68430 0.22996 0.28031 0.474
Cl -9.58232 1.92845 2.64402 0.525
Cl -7.14458 1.21635 1.23716 0.615
H -8.97020 2.45796 0.44616 0.013
C -0.64008 -3.70252 4.36538 -1.444
Cl -2.35144 -3.74163 4.80795 0.593
Cl -0.45249 -3.82221 2.61860 0.686
Cl 0.13156 -2.24199 4.97933 0.639
H -0.15685 -4.55726 4.81798 0.017
C 0.39101 5.89032 2.28608 -1.518
Cl -1.12471 5.08776 2.67581 0.587
Cl 1.70089 5.24053 3.28113 0.542
Cl 0.77590 5.70558 0.56758 0.523
H 0.29918 6.94706 2.49555 0.003
C -9.73816 -3.54196 -0.84186 -1.551
Cl -9.23315 -4.58339 -2.17591 0.523
Cl -8.34610 -2.91966 0.04026 0.499
Cl -10.70452 -2.18689 -1.42692 0.507
H -10.33646 -4.13173 -0.15713 -0.101
C 2.59635 -4.11857 -1.80738 -1.518
Cl 4.12148 -3.34369 -1.37208 0.544
Cl 2.03087 -5.14950 -0.49360 0.497
Cl 1.37498 -2.91934 -2.22714 0.579
H 2.77323 -4.73986 -2.67425 0.008
C 8.97718 -0.74413 -0.46461 -1.556
Cl 8.58564 0.25660 0.93338 0.510
Cl 10.34838 -1.80270 -0.11551 0.516
Cl 7.57687 -1.68091 -0.98091 0.523
H 9.25889 -0.08745 -1.27672 0.008
C 5.35782 5.11603 -5.36634 -1.525
Cl 3.74055 4.41770 -5.39814 0.517
Cl 5.53238 6.23541 -4.01671 0.516
Cl 6.57752 3.84312 -5.27162 0.499
H 5.50923 5.66455 -6.28627 0.016
C -12.23378 -6.75350 0.91968 -1.528
Cl -13.85011 -6.50326 1.57853 0.531
Cl -12.26277 -6.73566 -0.84309 0.536
Cl -11.11295 -5.53424 1.53278 0.585
H -11.88287 -7.72361 1.24344 0.012
C 9.72766 3.36484 -8.36168 -1.535
Cl 9.37456 4.86740 -7.50896 0.517
Cl 10.15879 2.08974 -7.22178 0.529
Cl 8.35196 2.87886 -9.35293 0.491
H 10.57121 3.53402 -9.01637 0.010
C -5.51129 -6.42236 1.63850 -1.439
Cl -4.90857 -7.43702 0.32287 0.530
Cl -4.16423 -5.73788 2.54620 0.692
Cl -6.54447 -5.13339 1.02414 0.550
H -6.09045 -7.04283 2.30845 0.013
C 5.05677 0.54783 -6.97149 -1.545
Cl 5.34141 -1.19278 -6.88513 0.526
Cl 6.26623 1.33277 -7.99314 0.463
Cl 3.42630 0.88854 -7.55464 0.521
H 5.14763 0.95479 -5.97241 -0.001
C 9.63281 5.00865 -1.08211 -1.526
Cl 8.78310 5.24005 0.44780 0.543
Cl 10.74949 3.64471 -0.97400 0.523
Cl 8.49484 4.77965 -2.41200 0.510
H 10.20891 5.90102 -1.28328 0.010
C -1.42220 -7.11219 -1.17952 -1.527
Cl -1.38905 -6.16210 0.29985 0.579
Cl 0.12480 -7.04822 -2.03009 0.500
Cl -1.89249 -8.78397 -0.84805 0.501
H -2.17760 -6.68017 -1.82203 0.014
C 0.54534 6.42323 -7.36392 -1.558
Cl 0.96298 7.16990 -5.82214 0.522
Cl 1.99596 6.09613 -8.31822 0.502
Cl -0.37868 4.94335 -7.11102 0.529
H -0.07135 7.11667 -7.91849 0.007
```

Calculated values
net charge: -1
DFT total energy: -22333.80578 a.u.
max |F|: 3.0 eV/A
gap between HOMO and LUMO: 0.1128 hartree

[4]
Below is a molecular structure, C12H20MnN2S5 at a distorted geometry, with properties calculated with ωB97M-V with the def2-TZVPD basis set.

Geometry as XYZ:
```
40
Properties=species:S:1:pos:R:3:mulliken_spin:R:1
Mn 0.47350 -0.57331 0.35881 0.998
C 1.56079 0.28779 3.41359 0.011
C 2.72281 0.69411 2.52355 -0.004
S 2.28359 0.84158 0.74962 -0.085
C 1.59910 2.51715 0.51329 0.001
C 0.13084 2.61677 0.87777 0.006
S -0.73037 1.26902 -0.00821 -0.027
C -2.27445 1.00954 0.93328 0.008
C -2.81841 -0.34714 0.52523 0.003
S -1.56132 -1.67682 0.59095 -0.081
C -1.59861 -2.33903 2.29687 -0.002
C -0.87750 -1.46248 3.30303 0.008
S 0.71362 -1.05188 2.51541 -0.054
H 0.85259 1.09037 3.61596 0.003
H 1.91919 -0.11876 4.36267 -0.004
H 3.52372 -0.04738 2.54122 -0.001
H 3.15465 1.64850 2.83256 -0.002
H 1.77071 2.73740 -0.54239 -0.001
H 2.21251 3.21603 1.08618 -0.001
H -0.29896 3.56198 0.53785 -0.004
H -0.05546 2.51310 1.94624 0.003
H -2.96796 1.80929 0.66230 -0.004
H -2.05557 1.08422 1.99779 0.002
H -3.16986 -0.34682 -0.50788 -0.002
H -3.65978 -0.65371 1.15007 -0.001
H -1.13642 -3.32517 2.21485 0.000
H -2.64611 -2.49452 2.56512 -0.002
H -0.66315 -2.01318 4.22242 -0.004
H -1.40777 -0.54450 3.55441 0.002
S 1.09379 -1.41927 -1.60342 0.177
C 0.61857 -1.00684 -3.25466 0.001
N 1.20711 -1.74820 -4.23335 0.015
C 0.93125 -1.51236 -5.52452 0.004
C 0.03640 -0.49909 -5.83808 0.025
C -0.52438 0.21678 -4.78904 -0.011
N -0.22304 -0.04853 -3.50311 0.025
H 1.86711 -2.48880 -3.99328 -0.001
H 1.43086 -2.13446 -6.25987 0.000
H -0.20554 -0.28422 -6.87202 0.000
H -1.22806 1.02282 -4.96116 0.000
```

Calculated values
2S+1: 2
net charge: +4
DFT total energy: -3719.04083 a.u.
energy relative to the best compared isomer or geometry (same formula, charge and spin): 0.047 eV
max |F|: 1.7 eV/A
gap between HOMO and LUMO (spin up / spin down): 0.2275 / 0.2252 hartree
⟨S²⟩: 0.87